[1]
DFT (ωB97M-V with the def2-TZVPD basis set) results for a molecular structure, C31H18BaClN5O4S4.

XYZ file:
```
64
Properties=species:S:1:pos:R:3:forces:R:3:mulliken_charge:R:1
Ba 0.142700 -0.076300 0.137500 -0.2 -5.0 1.5 2.832
O -3.455200 2.538000 0.879100 -0.2 0.0 -0.2 -0.699
C -2.730500 1.589200 0.603500 -0.3 0.3 0.3 0.057
N -1.766100 0.998200 1.324400 -1.1 0.6 0.4 -0.085
C -1.664300 1.232800 2.645600 -0.4 0.2 0.5 -0.413
O -2.478800 1.768500 3.387800 0.1 0.0 0.1 -0.722
C -0.404500 0.670000 3.266500 -0.1 0.0 0.9 0.531
C -0.409200 0.453000 4.642500 -0.1 0.1 0.0 -0.601
C 0.727900 -0.033000 5.258800 0.1 0.0 -0.2 -0.370
C 1.842300 -0.272100 4.470500 0.0 0.0 0.0 -0.949
C 1.757400 -0.025700 3.108800 0.4 -0.2 0.2 -0.649
N 0.662600 0.423200 2.515400 0.1 0.8 1.8 0.239
C -2.883900 0.975600 -0.771500 -0.7 0.2 -0.2 0.338
C -4.146300 0.957400 -1.365600 0.0 0.0 0.0 -0.799
C -4.283700 0.433700 -2.636000 0.2 0.0 0.1 -0.260
C -3.140500 0.007500 -3.299200 0.0 0.0 0.0 -0.924
C -1.927200 0.081500 -2.634800 -0.1 -0.2 -0.5 -0.552
N -1.807200 0.512700 -1.390100 -1.1 0.6 -0.6 0.248
H -1.312000 0.680300 5.187900 0.0 0.0 0.0 0.489
H 0.748700 -0.215100 6.327700 0.0 0.0 0.0 0.389
H 2.759700 -0.654400 4.891400 0.1 -0.1 0.0 0.418
H 2.601200 -0.225700 2.462400 0.1 0.0 0.0 0.665
H -4.987000 1.348400 -0.813500 0.0 0.1 0.1 0.475
H -5.256500 0.358800 -3.107000 0.0 0.0 0.0 0.388
H -3.195700 -0.383100 -4.305100 0.1 0.0 -0.1 0.404
H -1.005900 -0.225700 -3.112900 0.0 -0.1 0.0 0.504
Cl 5.722200 4.656200 0.802700 0.3 0.1 0.1 -0.298
C 4.258900 3.765100 0.467600 0.2 -0.2 -0.1 0.409
C 3.034600 4.322300 0.832100 -0.2 -0.2 -0.1 -0.718
C 1.883400 3.648100 0.521500 -0.1 0.2 0.1 -0.430
C 1.883400 2.394700 -0.157800 0.9 0.6 -0.1 0.065
O 0.800800 1.842200 -0.497300 1.1 4.3 -1.6 -1.077
C 3.170700 1.807000 -0.434300 -0.4 0.7 0.4 0.751
C 3.304200 0.500800 -0.995100 -0.2 -1.1 -0.4 -0.185
N 2.332200 -0.322000 -1.212300 1.3 1.4 -0.5 0.465
C 2.542700 -1.573900 -1.742600 0.9 -1.2 -0.9 0.521
C 3.737600 -2.002700 -2.322700 -0.6 0.6 0.3 -1.048
C 3.914300 -3.313200 -2.741100 0.0 -0.6 -0.2 -0.752
C 2.910000 -4.242200 -2.607400 0.3 0.2 0.1 -0.888
C 1.665700 -3.847600 -2.095900 -0.1 0.3 0.1 1.415
C 0.603100 -4.757400 -1.908000 -0.4 0.2 0.1 -1.007
C -0.611400 -4.302200 -1.471900 0.3 -0.5 -0.2 -1.003
C -0.765900 -2.932200 -1.239800 0.3 0.7 -0.2 -0.243
N 0.216200 -2.050700 -1.382400 -0.5 -1.6 -1.4 0.131
C 1.437700 -2.489500 -1.732500 0.5 -0.5 -0.3 -0.122
C 4.334000 2.533300 -0.135300 -0.2 0.1 0.1 -1.185
H 3.003800 5.273300 1.347100 0.0 0.0 0.0 0.397
H 0.917300 4.057000 0.783600 -0.1 0.0 0.0 0.488
H 4.342900 0.209100 -1.196100 0.0 0.0 0.0 0.016
H 4.567500 -1.317300 -2.430400 0.0 0.0 0.0 0.295
H 4.869900 -3.608600 -3.153200 0.1 0.0 0.0 0.355
H 3.063700 -5.278100 -2.881300 0.0 0.0 0.0 0.339
H 0.769200 -5.806400 -2.112500 0.0 -0.1 0.0 0.350
H -1.427500 -4.982900 -1.273600 0.0 0.0 0.0 0.419
H -1.740300 -2.532800 -0.999100 -0.1 0.0 0.0 0.516
H 5.304200 2.113600 -0.368600 0.0 -0.1 0.0 0.397
O 1.186600 -7.830800 1.690500 0.0 -0.8 0.0 -0.699
C 1.124300 -6.628000 1.571900 0.0 0.5 -0.1 0.604
S -0.354200 -5.698700 1.695200 0.1 0.2 0.0 -0.197
C 0.339800 -4.067200 1.510600 0.5 -0.7 0.0 0.099
C 1.685300 -4.004400 1.313700 -0.7 -1.0 0.2 -0.209
S 2.656100 -2.631000 1.190700 0.9 0.8 0.0 -0.367
S 2.501800 -5.599900 1.237000 0.0 0.3 0.1 -0.226
S -0.792100 -2.803300 1.577800 -0.9 0.3 0.7 -0.333
```
Positions in Å, forces in eV/Å.

Properties
energy above the lowest of the compared OMol25 structures with the same formula, charge and spin	76.5	kcal/mol
net charge	-2
LUMO energy	3.93	eV
highest occupied orbital energy	-0.47	eV
frontier orbital gap	4.398	eV



[2]
DFT (ωB97M-V with the def2-TZVPD basis set) results for C5H10N2O2 in the gas phase.

XYZ file:
```
19
Properties=species:S:1:pos:R:3:forces:R:3:mulliken_charge:R:1
C 1.507489 -1.195770 -1.001222 -0.4 0.3 0.7 -1.146
N 0.981220 -0.305859 0.041875 -0.8 -0.3 0.6 0.112
C 1.536739 1.041075 -0.010389 -0.2 -0.6 0.3 -0.990
C 0.031952 -0.929594 1.026908 2.0 0.3 -1.7 -0.651
C -1.250081 -0.628670 0.893290 0.9 -0.6 -2.8 0.421
O -2.279658 -1.500434 1.151966 -0.2 1.3 0.1 -0.532
C -1.472371 0.459941 -0.218320 -3.6 -0.2 2.1 0.546
N -1.368193 1.738529 0.266158 0.4 -0.2 -0.4 -0.401
O -2.195627 0.192346 -1.176494 1.4 0.1 0.3 -0.667
H 2.546053 -1.457388 -0.783714 0.2 -0.1 -0.1 0.351
H 1.471249 -0.698121 -1.976329 -0.1 -0.1 0.0 0.337
H 0.922951 -2.119383 -1.055825 0.0 0.2 0.0 0.360
H 1.109884 1.597852 -0.850293 0.0 0.2 0.0 0.313
H 1.335294 1.593591 0.910663 0.1 -0.1 -0.1 0.298
H 2.618546 1.000887 -0.176793 0.1 0.0 0.2 0.332
H 0.418197 -1.865720 1.414202 -0.2 0.2 0.6 0.484
H -2.980610 -1.259233 0.512906 0.3 -0.2 0.4 0.363
H -0.952492 1.905000 1.171896 -0.2 -0.1 -0.3 0.236
H -1.980543 2.430952 -0.140485 0.3 0.0 -0.1 0.233
```
Positions in Å, forces in eV/Å.

Properties
energy above the lowest of the compared OMol25 structures with the same formula, charge and spin	76.5	kcal/mol
net charge	0
LUMO energy	0.76	eV
highest occupied orbital energy	-7.83	eV
frontier orbital gap	8.590	eV



[3]
DFT (ωB97M-V with the def2-TZVPD basis set) results for a molecular structure, CH3FO2Rb.

XYZ file:
```
8
Properties=species:S:1:pos:R:3:forces:R:3:mulliken_charge:R:1
O -0.706673 0.766446 -0.385188 -0.3 -0.5 -0.7 -0.836
C -1.491939 -0.077356 0.362729 0.7 0.5 -0.3 -0.580
Rb 1.574251 0.062907 -2.205856 -0.4 0.3 1.6 0.919
H -1.989911 -0.896544 -0.212459 -0.1 -0.1 -0.1 0.131
H -0.897705 -0.602860 1.151234 -0.3 0.0 0.1 0.172
H -2.328521 0.454514 0.875553 0.0 -0.1 0.1 0.160
O 2.330669 0.594471 0.477733 0.9 -0.7 -0.8 -0.537
F 3.509830 -0.301579 -0.063749 -0.6 0.5 0.1 -0.429
```
Positions in Å, forces in eV/Å.

Properties
net charge	-1
LUMO energy	1.83	eV
highest occupied orbital energy	-2.26	eV
frontier orbital gap	4.090	eV



[4]
DFT (ωB97M-V with the def2-TZVPD basis set) results for a molecular structure, C21H37Be2Br2Cl3F7N2O17P2S3.

XYZ file:
```
96
Properties=species:S:1:pos:R:3:forces:R:3:mulliken_charge:R:1
C 0.687554 5.889377 2.167750 -0.4 -0.2 0.3 -1.008
P 1.534116 4.232242 2.305944 1.4 0.3 -0.5 0.092
C 2.337839 3.969179 3.971771 -0.4 -0.4 -0.2 -0.992
C 0.396007 2.809533 1.831141 -0.5 1.1 0.1 -0.189
O 0.875461 2.459763 0.473770 -0.2 0.0 -0.8 -0.176
S -0.328262 2.550897 -0.673125 -1.1 -0.1 -4.6 0.782
O -0.458852 3.807855 -1.458454 1.4 -1.7 4.8 -0.381
O 0.023046 1.419019 -1.554102 0.1 1.7 2.6 -0.206
O -1.556935 2.309731 0.426257 2.3 0.3 -1.1 -0.046
C -1.104783 3.181171 1.533787 -1.4 -0.5 -0.4 -0.103
P -2.162044 3.288710 3.088718 0.4 1.4 2.1 0.125
O -3.685892 3.881275 2.721507 1.5 -1.9 -0.5 -0.431
O -2.360396 1.776382 3.802824 -0.5 1.3 -1.8 -0.467
H 0.609081 6.136677 1.091328 -0.1 -0.2 0.6 0.327
H -0.293509 5.967899 2.673303 0.4 0.0 -0.3 0.256
H 1.367114 6.646742 2.605255 -0.2 -0.5 -0.1 0.392
H 3.286866 3.430393 3.804129 -0.5 0.3 -0.1 0.252
H 2.599988 4.966300 4.367745 -0.3 -0.5 0.0 0.335
H 1.756684 3.359924 4.687952 0.1 0.6 -0.2 0.410
H 0.553558 1.886358 2.420185 -0.3 0.5 -0.1 0.392
H -1.250736 4.191720 1.083171 0.6 -0.3 0.8 0.251
H -3.729611 4.751666 3.123439 0.0 0.2 0.2 0.371
H -1.489767 1.363930 3.787210 0.1 -0.4 0.1 0.325
Be 2.328366 2.357557 -1.051318 -1.1 -0.2 0.2 0.753
Br -1.105228 6.774148 -5.695830 0.0 0.1 -0.1 -0.231
C -1.301285 4.858201 -5.366886 0.0 0.0 0.2 -0.382
C -0.005549 4.124389 -5.568062 0.0 -0.3 -0.1 -0.104
Br 0.448036 3.829508 -7.431547 -0.1 0.2 -0.1 -0.157
H -2.109379 4.512383 -6.005118 0.1 0.0 -0.1 0.426
H -1.603140 4.777080 -4.326455 0.1 -0.1 0.0 0.134
H -0.075006 3.120399 -5.151291 -0.1 0.1 0.1 -0.175
H 0.839946 4.642254 -5.122971 0.0 0.0 0.0 0.438
Cl -0.573648 -2.276885 -7.932812 -0.1 -0.1 -0.1 -0.262
C 0.040809 -0.800818 -7.129060 0.1 0.3 0.2 -0.254
C -0.891086 -0.306515 -6.044586 0.2 -0.2 0.0 0.409
Cl -2.421222 0.326253 -6.717745 -0.1 0.0 0.0 -0.263
H 0.195602 -0.042486 -7.893024 0.0 -0.1 0.0 0.337
H 1.006827 -1.053403 -6.700789 -0.1 0.0 0.1 0.189
H -0.422145 0.509164 -5.502376 0.0 0.0 -0.1 -0.105
H -1.135572 -1.092290 -5.333779 -0.1 0.0 -0.1 0.038
C 5.089640 2.431635 6.083784 0.0 0.0 0.1 0.862
O 5.576380 1.821356 7.032829 -0.1 0.1 -0.1 -0.418
O 5.243731 2.123849 4.874444 0.1 -0.1 -0.1 -0.345
O 4.362465 3.452784 6.180675 0.0 0.0 0.2 -0.341
N -4.642124 1.931168 0.018571 -0.1 0.0 -0.1 0.288
C -5.720615 2.029956 0.849128 -0.1 0.0 0.1 -0.581
C -6.836054 2.206078 0.071158 0.0 0.0 0.1 -0.514
C -6.409342 2.205052 -1.283248 0.1 0.0 -0.1 -0.619
C -5.048739 2.031082 -1.283788 0.0 0.0 -0.1 -0.483
H -3.694040 1.802175 0.316224 0.0 -0.1 -0.1 0.186
H -5.601841 1.968935 1.917956 0.0 0.0 0.0 0.404
H -7.845119 2.321210 0.433271 0.0 0.0 0.0 0.400
H -7.028820 2.319130 -2.157791 0.0 0.0 0.0 0.412
H -4.338934 1.971742 -2.093107 0.0 0.0 0.0 0.532
C 1.309841 -5.354937 -1.521760 -0.6 -0.2 2.0 0.363
F 1.804803 -6.410386 -2.217804 0.1 0.1 -0.4 -0.209
F 0.915217 -5.797678 -0.344845 -0.1 -0.1 -0.1 -0.183
F 2.371703 -4.536367 -1.286681 0.3 0.1 -0.5 -0.237
S -0.007738 -4.516976 -2.450575 -1.1 -0.5 -0.4 1.271
O -1.025721 -5.525078 -2.608111 0.6 0.6 0.3 -0.638
O 0.688807 -4.124579 -3.663926 0.8 -0.1 0.4 -0.676
N -0.285279 -3.381676 -1.393044 0.1 -0.7 -0.9 -0.123
S -1.412450 -2.346736 -1.833979 -1.8 1.4 -1.0 0.716
O -2.762078 -2.856891 -1.855436 1.0 -0.1 0.4 -0.680
O -1.053441 -1.469399 -2.921105 0.3 -0.7 0.7 -0.433
C -1.346417 -1.284648 -0.344565 0.4 0.2 1.1 0.518
F -0.133182 -0.742230 -0.164871 0.3 -0.3 0.0 -0.260
F -1.620776 -1.958244 0.780835 -0.1 -0.3 -0.1 -0.245
F -2.211330 -0.279219 -0.415908 -0.3 -0.1 -0.4 -0.104
Be 3.092858 -5.045282 -3.268142 -0.1 0.5 -0.6 0.538
C 0.734008 -3.832863 2.619778 0.1 0.1 0.0 -1.110
C 1.910566 -4.754659 2.917921 -0.1 0.0 0.0 -0.342
C 1.510538 -6.033336 3.653259 0.1 -0.1 0.0 -0.751
C 0.896454 -5.823217 5.039184 -0.1 0.1 -0.1 -0.757
C 1.769879 -5.050976 6.026641 0.0 -0.1 0.1 -0.358
C 3.082289 -5.755195 6.351129 0.0 0.2 0.0 -1.198
H 0.258916 -3.475026 3.535479 0.0 0.0 0.0 0.416
H 1.071343 -2.958199 2.060027 -0.1 0.0 0.0 0.274
H -0.019313 -4.346543 2.018977 0.0 0.1 0.0 0.261
H 2.669316 -4.208008 3.486560 0.0 -0.1 0.0 0.373
H 2.380893 -5.034264 1.970387 0.0 0.0 0.0 0.220
H 2.389703 -6.679899 3.739262 0.0 0.0 0.0 0.353
H 0.793072 -6.586011 3.037552 0.0 0.0 0.0 0.338
H 0.658810 -6.804184 5.464152 0.0 0.0 0.0 0.398
H -0.060800 -5.303182 4.935614 0.0 0.0 0.0 0.300
H 1.206118 -4.920251 6.955280 0.0 0.0 0.0 0.378
H 1.976256 -4.045320 5.649318 0.0 0.0 0.0 0.239
H 2.898660 -6.748440 6.767548 0.0 0.0 0.0 0.291
H 3.647845 -5.181698 7.088680 0.0 -0.1 0.0 0.378
H 3.711830 -5.864236 5.466194 0.0 0.0 0.0 0.286
F -1.267686 2.995538 -3.049278 -1.1 -0.5 -1.6 -0.516
O 3.530704 2.474329 -5.258379 0.0 0.2 0.2 -0.690
Cl 3.106925 1.375622 -6.103399 0.1 -0.1 -0.4 1.581
O 3.265113 1.743751 -7.490674 0.0 -0.1 0.4 -0.648
O 1.713953 1.087057 -5.826290 0.2 0.1 0.1 -0.521
O 3.910346 0.207701 -5.812964 -0.1 0.1 0.1 -0.698
```
Positions in Å, forces in eV/Å.

Properties
net charge	-1
LUMO energy	-4.31	eV
highest occupied orbital energy	-5.64	eV
frontier orbital gap	1.331	eV